Record 1
{"formula": "C8H15N3O", "method": "ωB97M-V/def2-TZVPD", "total_energy_ev": -15056.403, "homo_lumo_gap_ev": 10.11, "smiles": "CC/C=C\\C#N.CNC(=O)CN", "de_lowest_kcal_mol": 0.0, "fmax_ev_per_a": 2.4, "total_charge": 0, "symbols": ["C", "C", "C", "C", "C", "N", "H", "H", "H", "H", "H", "H", "H", "C", "N", "C", "O", "C", "N", "H", "H", "H", "H", "H", "H", "H", "H"], "xyz": [[-4.69, -0.99, -0.39], [-3.94, -0.07, 0.58], [-2.47, -0.16, 0.48], [-1.63, 0.82, 0.11], [-2.11, 2.13, -0.17], [-2.55, 3.20, -0.32], [-4.51, -0.76, -1.45], [-5.76, -0.92, -0.19], [-4.41, -2.03, -0.21], [-4.24, -0.38, 1.61], [-4.27, 0.98, 0.40], [-2.03, -1.13, 0.70], [-0.57, 0.67, 0.14], [1.76, -1.88, -0.32], [2.71, -0.84, -0.10], [2.49, 0.48, -0.11], [1.37, 0.96, -0.05], [3.78, 1.22, -0.33], [4.85, 0.77, 0.57], [0.73, -1.47, -0.39], [2.02, -2.43, -1.25], [1.81, -2.64, 0.49], [3.68, -1.10, 0.01], [3.57, 2.30, -0.30], [4.10, 0.95, -1.37], [4.59, 1.07, 1.50], [5.71, 1.26, 0.35]]}

---

Record 2
{"formula": "C13H30BNP2", "method": "ωB97M-V/def2-TZVPD", "total_energy_ev": -34711.478, "homo_lumo_gap_ev": 8.25, "smiles": "CN(B1P(C(C)(C)C)#P1C(C)(C)C)C(C)(C)C", "de_lowest_kcal_mol": 3.3, "fmax_ev_per_a": 1.7, "total_charge": 0, "symbols": ["C", "N", "B", "P", "C", "C", "C", "C", "P", "C", "C", "C", "C", "C", "C", "C", "C", "H", "H", "H", "H", "H", "H", "H", "H", "H", "H", "H", "H", "H", "H", "H", "H", "H", "H", "H", "H", "H", "H", "H", "H", "H", "H", "H", "H", "H", "H"], "xyz": [[1.40, 0.68, 2.58], [1.27, -0.10, 1.33], [0.25, 0.12, 0.42], [-0.77, -0.31, -1.15], [-0.70, 0.54, -2.80], [0.06, 1.86, -2.60], [-2.12, 0.73, -3.39], [0.16, -0.36, -3.68], [-1.24, 1.22, 0.32], [-2.37, 0.27, 1.38], [-2.39, 0.86, 2.80], [-1.93, -1.20, 1.34], [-3.74, 0.45, 0.76], [2.49, -0.83, 0.85], [3.41, 0.21, 0.18], [2.13, -1.93, -0.20], [3.21, -1.53, 2.04], [2.43, 1.03, 2.69], [1.16, 0.03, 3.45], [0.74, 1.55, 2.63], [0.00, 2.49, -3.50], [1.11, 1.72, -2.35], [-0.41, 2.36, -1.76], [-2.67, 1.42, -2.75], [-2.06, 1.11, -4.41], [-2.74, -0.18, -3.39], [-0.33, -1.28, -3.96], [1.11, -0.61, -3.20], [0.39, 0.16, -4.60], [-3.05, 0.29, 3.46], [-1.40, 0.89, 3.26], [-2.77, 1.88, 2.76], [-1.99, -1.59, 0.30], [-2.51, -1.88, 1.98], [-0.91, -1.34, 1.70], [-4.57, 0.23, 1.43], [-3.86, -0.16, -0.13], [-3.82, 1.49, 0.44], [3.67, 1.00, 0.90], [4.32, -0.22, -0.19], [2.86, 0.71, -0.61], [1.16, -2.33, 0.09], [2.00, -1.60, -1.20], [2.81, -2.78, -0.24], [3.69, -0.76, 2.66], [4.00, -2.18, 1.68], [2.54, -2.10, 2.67]]}

---

Record 3
{"formula": "C2H10N2", "method": "ωB97M-V/def2-TZVPD", "total_energy_ev": -5215.757, "homo_lumo_gap_ev": 9.50, "smiles": "CNC.N", "de_lowest_kcal_mol": 13.7, "fmax_ev_per_a": 1.8, "total_charge": 0, "symbols": ["C", "N", "C", "H", "H", "H", "H", "H", "H", "H", "N", "H", "H", "H"], "xyz": [[-0.81, -0.40, -0.98], [-0.63, -0.37, 0.44], [-1.16, 0.81, 1.08], [-0.27, 0.39, -1.52], [-1.87, -0.13, -1.21], [-0.63, -1.34, -1.48], [-0.63, -1.29, 0.85], [-2.26, 0.85, 0.92], [-0.99, 0.78, 2.15], [-0.79, 1.67, 0.53], [2.50, -0.56, -0.27], [2.75, 0.07, -1.04], [3.14, -0.37, 0.49], [1.65, -0.10, 0.06]]}

---

Record 4
{"formula": "C30H23N5ORhS4", "method": "ωB97M-V/def2-TZVPD", "total_energy_ev": -87334.054, "homo_lumo_gap_ev": 6.50, "de_lowest_kcal_mol": 29.5, "fmax_ev_per_a": 0.8, "total_charge": -1, "symbols": ["Rh", "C", "C", "N", "N", "C", "S", "S", "C", "C", "C", "C", "C", "C", "C", "C", "C", "C", "C", "C", "C", "O", "H", "H", "H", "H", "H", "H", "H", "H", "H", "H", "H", "H", "H", "H", "S", "C", "C", "C", "C", "N", "C", "C", "C", "S", "C", "N", "H", "H", "C", "C", "C", "C", "N", "C", "C", "H", "H", "H", "H", "H", "H", "H"], "xyz": [[0.58, 0.44, 0.80], [-2.55, 2.80, -1.12], [-1.70, 2.05, -0.12], [-0.64, 1.43, -0.50], [-0.36, 1.40, -1.87], [0.88, 1.15, -2.10], [2.12, 0.92, -0.91], [1.45, 1.06, -3.76], [-0.11, 1.03, -4.71], [-0.72, -0.34, -4.80], [-1.62, -0.80, -3.85], [-2.14, -2.08, -3.93], [-1.77, -2.92, -4.97], [-0.88, -2.47, -5.94], [-0.36, -1.19, -5.85], [-2.11, 2.04, 1.28], [-2.79, 3.14, 1.83], [-3.20, 3.14, 3.15], [-2.95, 2.02, 3.94], [-2.32, 0.91, 3.41], [-1.87, 0.89, 2.08], [-1.28, -0.16, 1.57], [-2.50, 2.32, -2.10], [-2.16, 3.81, -1.24], [-3.57, 2.86, -0.77], [0.17, 1.39, -5.70], [-0.79, 1.76, -4.26], [-1.90, -0.14, -3.03], [-2.84, -2.43, -3.18], [-2.18, -3.93, -5.04], [-0.59, -3.11, -6.76], [0.34, -0.84, -6.60], [-2.97, 4.01, 1.21], [-3.69, 4.01, 3.57], [-3.26, 2.01, 4.98], [-2.12, 0.03, 4.02], [1.54, 2.34, 1.66], [1.78, 2.01, 3.36], [2.05, 3.05, 4.24], [2.33, 2.82, 5.58], [2.61, 3.93, 6.46], [2.83, 4.83, 7.14], [2.34, 1.50, 6.05], [2.07, 0.45, 5.17], [1.80, 0.69, 3.82], [1.44, -0.64, 2.76], [2.60, 1.21, 7.44], [2.80, 0.96, 8.54], [2.05, 4.07, 3.87], [2.07, -0.56, 5.55], [2.07, -5.40, -2.53], [1.70, -4.19, -1.73], [0.57, -3.44, -2.03], [0.27, -2.33, -1.26], [1.01, -1.94, -0.23], [2.10, -2.65, 0.07], [2.47, -3.77, -0.66], [1.47, -5.48, -3.44], [1.91, -6.31, -1.94], [3.12, -5.38, -2.81], [-0.07, -3.70, -2.87], [-0.60, -1.72, -1.49], [2.68, -2.29, 0.91], [3.37, -4.30, -0.38]]}

---

Record 5
{"formula": "C5H8NO", "method": "ωB97M-V/def2-TZVPD", "total_energy_ev": -8847.880, "homo_lumo_gap_ev": 4.65, "smiles": "CC#C[C@@H](C)N[O-]", "de_lowest_kcal_mol": 77.4, "fmax_ev_per_a": 4.0, "total_charge": -1, "symbols": ["C", "C", "C", "C", "C", "N", "O", "H", "H", "H", "H", "H", "H", "H", "H"], "xyz": [[2.54, 1.26, 0.38], [1.37, 0.70, -0.14], [0.32, 0.16, -0.44], [-1.06, -0.39, -0.63], [-1.07, -1.76, -0.04], [-2.00, 0.46, 0.06], [-2.50, 1.48, -0.67], [2.97, 0.50, 1.18], [2.25, 2.23, 0.86], [3.28, 1.36, -0.38], [-1.31, -0.37, -1.73], [-0.39, -2.47, -0.37], [-2.03, -2.25, 0.01], [-0.93, -1.59, 1.06], [-1.45, 0.67, 0.85]]}

---

Record 6
{"formula": "C28H36F9N8O3PS2W", "method": "ωB97M-V/def2-TZVPD", "spin_multiplicity": 2, "total_energy_ev": -104907.477, "homo_lumo_gap_ev": [5.19, 5.45], "de_lowest_kcal_mol": 0.0, "fmax_ev_per_a": 0.7, "total_charge": 3, "s2": 0.758, "symbols": ["W", "C", "C", "C", "C", "C", "C", "C", "C", "N", "C", "C", "C", "C", "N", "C", "C", "C", "C", "C", "C", "C", "C", "H", "H", "H", "H", "H", "H", "H", "H", "H", "H", "H", "H", "H", "H", "H", "H", "H", "H", "H", "H", "H", "H", "H", "H", "C", "C", "N", "N", "C", "S", "N", "N", "H", "H", "H", "H", "H", "H", "F", "C", "F", "F", "S", "O", "O", "O", "C", "N", "C", "C", "N", "C", "H", "H", "H", "H", "H", "H", "F", "P", "F", "F", "F", "F", "F"], "xyz": [[-0.07, -0.08, 0.20], [-2.77, -2.76, 1.18], [-3.27, -1.43, 1.68], [-4.03, -1.39, 2.85], [-4.58, -0.21, 3.31], [-4.44, 0.96, 2.57], [-3.72, 0.98, 1.39], [-3.73, 2.23, 0.56], [-3.10, -0.22, 1.00], [-2.19, -0.20, -0.15], [-2.60, -0.16, -1.36], [-4.02, -0.15, -1.78], [-1.50, -0.19, -2.39], [-1.85, -0.19, -3.83], [-0.29, -0.19, -1.93], [0.77, -0.66, -2.81], [1.81, 0.20, -3.20], [1.90, 1.65, -2.80], [2.77, -0.32, -4.06], [2.71, -1.63, -4.50], [1.69, -2.46, -4.07], [0.70, -2.00, -3.22], [-0.36, -2.98, -2.78], [-3.57, -3.50, 1.26], [-1.94, -3.13, 1.78], [-2.46, -2.74, 0.14], [-4.20, -2.32, 3.39], [-5.16, -0.21, 4.22], [-4.93, 1.86, 2.90], [-3.60, 3.11, 1.19], [-4.71, 2.34, 0.08], [-2.98, 2.25, -0.23], [-4.69, -0.22, -0.93], [-4.21, -0.98, -2.46], [-4.25, 0.77, -2.34], [-2.55, 0.63, -4.02], [-2.39, -1.11, -4.10], [-0.98, -0.10, -4.46], [1.63, 1.83, -1.77], [1.27, 2.28, -3.44], [2.93, 1.99, -2.93], [3.58, 0.33, -4.38], [3.48, -2.01, -5.16], [1.67, -3.49, -4.40], [0.09, -3.97, -2.66], [-1.15, -3.08, -3.52], [-0.82, -2.74, -1.82], [4.36, 1.61, 4.61], [3.08, 0.92, 4.35], [2.60, -0.09, 5.00], [1.42, -0.38, 4.40], [1.14, 0.44, 3.40], [-0.39, 0.43, 2.55], [2.18, 1.28, 3.35], [2.29, 2.32, 2.42], [4.82, 1.15, 5.48], [4.20, 2.67, 4.82], [5.03, 1.52, 3.76], [0.86, -1.15, 4.74], [3.03, 2.10, 1.76], [2.55, 3.17, 2.92], [2.73, -1.81, 2.30], [3.71, -1.39, 1.52], [4.23, -0.27, 2.04], [4.64, -2.30, 1.39], [3.03, -0.98, -0.15], [4.01, -0.26, -0.86], [2.37, -2.15, -0.63], [1.88, 0.03, 0.34], [-0.96, 5.46, 0.90], [-0.77, 4.18, 0.20], [-0.86, 4.00, -1.17], [-0.63, 2.68, -1.39], [-0.40, 2.04, -0.17], [-0.51, 3.01, 0.76], [-0.27, 6.19, 0.50], [-0.77, 5.31, 1.96], [-1.98, 5.80, 0.75], [-1.05, 4.81, -1.85], [-0.57, 2.19, -2.34], [-0.39, 2.88, 1.82], [-0.11, -1.86, 0.54], [2.61, -5.00, -0.38], [2.54, -4.86, -1.94], [1.05, -4.75, -0.36], [2.70, -6.51, -0.18], [4.11, -4.56, -0.47], [2.61, -4.47, 1.11]]}

---

Record 7
{"formula": "C11H15N4", "method": "ωB97M-V/def2-TZVPD", "total_energy_ev": -17600.423, "homo_lumo_gap_ev": 8.34, "de_lowest_kcal_mol": 65.7, "fmax_ev_per_a": 6.3, "total_charge": 1, "symbols": ["C", "C", "C", "C", "C", "C", "C", "C", "C", "C", "C", "N", "N", "N", "N", "H", "H", "H", "H", "H", "H", "H", "H", "H", "H", "H", "H", "H", "H", "H"], "xyz": [[-3.29, -0.94, 1.30], [-2.34, 0.07, 1.21], [-3.21, -1.73, 0.14], [2.41, -2.38, -0.16], [1.08, -0.81, -0.23], [-1.73, -0.15, -0.03], [2.14, -0.30, 0.49], [2.26, 1.08, 1.02], [1.28, 2.06, 0.20], [-0.58, 0.52, -0.70], [-0.38, 0.77, -2.13], [1.27, -2.07, -0.63], [-2.34, -1.18, -0.69], [2.94, -1.39, 0.50], [-0.14, 1.59, 0.23], [-3.95, -1.08, 2.06], [-2.21, 0.96, 1.79], [-3.96, -2.53, -0.04], [3.01, -3.36, -0.29], [1.92, 1.12, 2.14], [3.20, 1.55, 0.94], [1.48, 3.06, 0.78], [1.72, 2.14, -0.88], [-0.41, -0.26, -2.57], [0.59, 1.30, -2.27], [-1.20, 1.48, -2.69], [-2.23, -1.48, -1.65], [3.90, -1.41, 0.96], [-0.31, 1.01, 1.16], [-0.91, 2.35, 0.07]]}

---

Record 8
{"formula": "C5H7ClS", "method": "ωB97M-V/def2-TZVPD", "total_energy_ev": -28654.988, "homo_lumo_gap_ev": 8.93, "smiles": "C=C/C(=C/Cl)SC", "de_lowest_kcal_mol": 13.9, "fmax_ev_per_a": 0.8, "total_charge": 0, "symbols": ["C", "C", "C", "C", "Cl", "S", "C", "H", "H", "H", "H", "H", "H", "H"], "xyz": [[-0.85, -1.58, 0.57], [0.18, -0.77, 0.34], [0.63, 0.27, 1.26], [0.60, 0.10, 2.59], [1.15, 1.30, 3.68], [1.28, 1.77, 0.60], [0.59, 1.79, -1.09], [-1.13, -2.34, -0.13], [-1.46, -1.49, 1.45], [0.75, -0.87, -0.57], [0.28, -0.82, 3.05], [0.70, 2.81, -1.44], [-0.46, 1.52, -1.05], [1.14, 1.11, -1.74]]}

---

Record 9
{"formula": "C3H9N5O", "method": "ωB97M-V/def2-TZVPD", "total_energy_ev": -12749.450, "homo_lumo_gap_ev": 7.93, "de_lowest_kcal_mol": 120.8, "fmax_ev_per_a": 1.1, "total_charge": 0, "symbols": ["N", "N", "C", "N", "N", "C", "C", "O", "N", "H", "H", "H", "H", "H", "H", "H", "H", "H"], "xyz": [[-0.64, 0.98, 0.94], [0.25, 1.80, 0.29], [-0.95, -0.33, -0.48], [-1.14, -1.51, 0.18], [1.78, -0.95, 0.13], [1.01, 1.28, -0.70], [1.19, -0.10, -0.82], [0.04, 0.23, 1.99], [-1.54, 0.14, -1.50], [-0.24, 0.69, 2.78], [-0.14, 2.72, 0.12], [-1.94, -2.06, -0.09], [-0.93, -1.50, 1.17], [-2.42, -0.35, -1.71], [1.50, -1.91, -0.02], [1.55, -0.68, 1.08], [1.22, 1.95, -1.52], [1.40, -0.41, -1.84]]}

---

Record 10
{"formula": "C27H35HgN4O6P", "method": "ωB97M-V/def2-TZVPD", "total_energy_ev": -60262.902, "homo_lumo_gap_ev": [6.88, 5.49], "de_lowest_kcal_mol": 28.5, "fmax_ev_per_a": 8.3, "total_charge": 0, "symbols": ["O", "H", "Hg", "N", "N", "N", "N", "O", "O", "O", "O", "C", "C", "C", "C", "C", "H", "H", "H", "C", "H", "H", "H", "C", "C", "H", "H", "H", "H", "H", "H", "H", "H", "C", "H", "H", "H", "O", "H", "H", "C", "C", "C", "C", "C", "C", "P", "C", "C", "C", "C", "C", "C", "C", "C", "C", "C", "C", "C", "H", "H", "H", "H", "H", "H", "H", "H", "H", "H", "H", "H", "H", "H", "H"], "xyz": [[0.40, -0.63, -3.81], [0.93, -1.11, -4.65], [0.33, 0.35, -0.31], [1.53, -1.35, -0.98], [-0.85, -1.69, 0.01], [0.72, 2.61, -0.18], [-1.26, 1.28, 0.85], [2.74, -1.16, -1.25], [1.83, 3.08, -0.61], [-2.15, 0.58, 1.56], [-1.97, -1.79, 0.67], [-0.22, -2.81, -0.35], [1.04, -2.63, -0.97], [-0.06, 3.30, 0.65], [-1.09, 2.55, 1.25], [1.86, -3.70, -1.54], [1.98, -3.57, -2.61], [1.42, -4.68, -1.39], [2.85, -3.70, -1.11], [-0.82, -4.10, 0.01], [-1.88, -4.12, -0.22], [-0.72, -4.33, 1.06], [-0.36, -4.91, -0.53], [0.26, 4.70, 1.00], [-1.85, 3.01, 2.45], [0.82, 5.17, 0.18], [0.88, 4.75, 1.91], [-0.67, 5.26, 1.19], [-2.77, 2.42, 2.61], [-2.12, 4.08, 2.32], [-1.23, 2.95, 3.37], [1.84, 1.94, -1.57], [-2.13, -0.47, 1.10], [-1.37, -0.47, -3.34], [-1.32, -1.49, -3.77], [-1.10, 0.59, -3.73], [-2.29, -0.29, -2.47], [1.38, 1.22, -2.15], [1.11, -0.22, -3.25], [0.68, 1.54, -2.74], [1.38, 3.56, 5.31], [1.85, 3.65, 4.00], [1.93, 2.51, 3.21], [1.47, 1.27, 3.70], [1.06, 1.18, 5.04], [1.00, 2.33, 5.83], [1.56, -0.13, 2.53], [3.24, -0.76, 2.94], [4.25, -0.52, 1.99], [5.57, -0.82, 2.31], [5.88, -1.39, 3.55], [4.87, -1.66, 4.47], [3.55, -1.34, 4.18], [0.49, -1.42, 3.29], [0.83, -2.78, 3.10], [-0.06, -3.77, 3.53], [-1.25, -3.42, 4.17], [-1.59, -2.08, 4.32], [-0.75, -1.08, 3.85], [1.31, 4.46, 5.92], [2.18, 4.60, 3.59], [2.36, 2.55, 2.20], [0.78, 0.21, 5.47], [0.65, 2.25, 6.86], [3.98, -0.10, 1.01], [6.36, -0.61, 1.58], [6.92, -1.62, 3.79], [5.11, -2.11, 5.43], [2.76, -1.55, 4.90], [1.78, -3.05, 2.64], [0.21, -4.82, 3.38], [-1.92, -4.21, 4.52], [-2.52, -1.80, 4.81], [-1.03, -0.03, 3.96]]}

---

Record 11
{"formula": "C5H9NO2S", "method": "ωB97M-V/def2-TZVPD", "total_energy_ev": -21747.717, "homo_lumo_gap_ev": 8.28, "de_lowest_kcal_mol": 90.9, "fmax_ev_per_a": 5.1, "total_charge": 0, "symbols": ["C", "C", "C", "C", "C", "N", "O", "O", "S", "H", "H", "H", "H", "H", "H", "H", "H", "H"], "xyz": [[-2.17, 0.09, -0.64], [-2.00, -1.24, -0.61], [-0.13, -0.36, 0.20], [-0.79, 2.05, 0.20], [2.42, -1.38, 0.30], [-1.05, 0.68, -0.13], [2.11, 1.10, -0.18], [-0.65, -1.52, -0.05], [1.49, -0.12, -0.76], [-2.85, 0.80, -0.95], [-2.56, -2.17, -0.97], [0.21, -0.33, 1.24], [-0.70, 2.62, -0.72], [-1.57, 2.40, 0.84], [0.29, 2.17, 0.76], [2.76, -2.25, -0.33], [1.90, -1.69, 1.15], [3.30, -0.85, 0.65]]}

---

Record 12
{"formula": "C16H24N2O4", "method": "ωB97M-V/def2-TZVPD", "total_energy_ev": -28152.963, "homo_lumo_gap_ev": 8.96, "smiles": "CCOC(=O)N1CCN(C2=CC(=O)OC23CCCCC3)CC1", "de_lowest_kcal_mol": 16.5, "fmax_ev_per_a": 0.7, "total_charge": 0, "symbols": ["C", "C", "O", "C", "O", "N", "C", "C", "N", "C", "C", "C", "O", "O", "C", "C", "C", "C", "C", "C", "C", "C", "H", "H", "H", "H", "H", "H", "H", "H", "H", "H", "H", "H", "H", "H", "H", "H", "H", "H", "H", "H", "H", "H", "H", "H"], "xyz": [[2.54, 2.06, -4.50], [3.36, 0.79, -4.30], [3.21, 0.27, -2.98], [2.11, -0.48, -2.76], [1.28, -0.74, -3.60], [2.05, -0.95, -1.49], [0.85, -1.67, -1.09], [0.63, -1.52, 0.42], [0.83, -0.16, 0.83], [-0.06, 0.65, 1.46], [0.17, 1.91, 1.88], [-1.04, 2.45, 2.48], [-1.24, 3.52, 2.97], [-2.01, 1.49, 2.40], [-1.51, 0.30, 1.79], [-1.65, -0.83, 2.83], [-3.12, -1.03, 3.19], [-3.94, -1.34, 1.94], [-3.83, -0.18, 0.95], [-2.37, 0.04, 0.54], [2.13, 0.41, 0.52], [2.91, -0.52, -0.42], [1.48, 1.83, -4.40], [2.81, 2.80, -3.75], [2.72, 2.46, -5.49], [3.05, 0.02, -5.02], [4.43, 0.99, -4.40], [0.94, -2.73, -1.35], [0.01, -1.25, -1.65], [-0.37, -1.86, 0.66], [1.34, -2.17, 0.96], [1.07, 2.48, 1.83], [-1.24, -1.76, 2.45], [-1.09, -0.54, 3.72], [-3.50, -0.12, 3.65], [-3.21, -1.84, 3.91], [-4.99, -1.49, 2.21], [-3.58, -2.26, 1.48], [-4.21, 0.73, 1.41], [-4.42, -0.39, 0.05], [-2.00, -0.84, 0.01], [-2.29, 0.90, -0.12], [1.98, 1.37, 0.03], [2.70, 0.57, 1.44], [3.29, -1.39, 0.12], [3.76, 0.02, -0.84]]}